Molecular formula: C21H32IN3S2SiTeV
Method: DFT, ωB97M-V/def2-TZVPD

Charge = -2
HOMO (alpha / beta) = -0.09 / -0.16 eV
Expectation value of S² = 3.77
2S+1 = 4
ΔE to the lowest compared entry with this formula, charge and spin = 0.0425 eV
LUMO level (alpha / beta) = 4.4 / 4.4 eV

Positions of all 62 atoms, in Å:
V -0.895 0.494 0.641
C 3.450 1.506 1.101
C 2.452 1.350 2.210
C 1.571 2.383 2.527
C 0.594 2.224 3.504
C -0.390 3.324 3.799
C 0.504 1.000 4.164
C 1.349 -0.056 3.848
C 1.149 -1.417 4.454
C 2.326 0.140 2.878
H 2.937 1.379 0.144
H 4.241 0.758 1.173
H 3.903 2.501 1.103
H 1.630 3.320 1.983
H -1.218 3.297 3.085
H 0.081 4.307 3.724
H -0.811 3.216 4.800
H -0.275 0.855 4.907
H 0.595 -2.039 3.745
H 0.573 -1.361 5.379
H 2.104 -1.906 4.659
H 2.962 -0.691 2.591
C 3.515 1.604 -2.722
Si 2.108 0.942 -3.790
C 2.968 -0.170 -5.071
C 1.441 2.425 -4.762
C 0.791 -0.032 -2.959
C 0.358 -1.300 -3.472
C -0.488 -2.093 -2.776
C -0.962 -1.629 -1.478
N -0.951 -0.240 -1.294
C 0.075 0.438 -1.848
S 0.423 1.908 -0.959
H 4.284 2.047 -3.366
H 3.976 0.800 -2.143
H 3.153 2.357 -2.023
H 3.765 0.396 -5.563
H 2.288 -0.528 -5.848
H 3.416 -1.044 -4.591
H 2.229 2.949 -5.312
H 0.973 3.131 -4.070
H 0.676 2.102 -5.473
H 0.752 -1.657 -4.420
H -0.755 -3.088 -3.115
H -1.902 -2.066 -1.163
S -2.112 -0.526 2.879
C -3.115 -1.392 1.818
N -4.179 -0.806 1.232
C -4.673 -1.339 -0.030
C -4.850 -2.839 0.129
C -3.527 -3.470 0.539
N -2.854 -2.681 1.561
H -4.160 0.212 1.310
H -3.973 -1.107 -0.841
H -5.619 -0.847 -0.256
H -5.194 -3.289 -0.804
H -5.608 -3.024 0.894
H -2.859 -3.571 -0.320
H -3.690 -4.476 0.934
H -1.852 -2.899 1.680
Te 0.402 -2.301 0.409
I -3.103 2.516 0.664